# 1
Density functional theory data (wB97M-V/def2-TZVPD) for C2H4N2OS in the gas phase.

```
10
Properties=species:S:1:pos:R:3:forces:R:3:lowdin_charge:R:1
C 3.150652 -0.382649 0.040332 0.25 2.67 0.06 -0.013
N 1.892176 -0.433476 -0.071430 -0.29 -0.86 -0.30 -0.009
O 1.196194 0.801046 -0.049970 1.53 -0.40 0.56 -0.082
C -0.143146 0.631858 0.046541 0.80 1.60 -0.44 -0.445
N -0.739755 -0.453197 0.073508 -2.05 -0.50 -0.08 -0.276
S -2.479859 -0.081335 -0.017951 0.93 -0.09 0.16 0.708
H 3.721364 -1.294780 -0.077203 -0.29 -0.12 0.17 0.071
H 3.721977 0.600551 0.191791 -0.85 -1.36 -0.22 0.107
H -0.591182 1.640004 0.021274 0.16 -0.36 0.05 0.116
H -2.855947 -1.341323 0.015326 -0.19 -0.58 0.04 -0.178
```
Forces are in eV/Å.

The energy above the lowest of the compared OMol25 structures with the same formula, charge and spin comes out at 404.15 kJ/mol. Its LUMO energy is 0.93 eV. As for the total energy: -17998.4706 eV. Its structure (SMILES) is C=NO/C=N/S.


# 2
Density functional theory data (wB97M-V/def2-TZVPD) for C2H4ClFN2 in the gas phase.

```
10
Properties=species:S:1:pos:R:3:forces:R:3:lowdin_charge:R:1
H 0.171810 -2.033790 0.821913 1.15 1.92 -1.47 0.084
N 0.810185 -1.356673 0.236689 -2.98 1.44 1.84 0.067
C 0.292496 -0.137732 0.033455 3.33 -5.12 -2.49 -0.425
N 1.183813 0.535299 -0.912339 1.28 3.96 0.78 0.009
C -1.135425 0.281165 0.382380 1.26 -4.39 1.68 -0.767
F -1.001998 1.552415 0.390652 -1.46 4.14 0.55 0.039
Cl -2.570370 -0.334190 -0.514946 0.69 0.43 -0.59 0.612
H 2.130693 0.065451 -0.880248 -1.83 0.37 0.08 0.084
H 1.480218 1.707282 -0.928292 -1.97 -4.50 0.61 0.183
H -1.361423 -0.279231 1.370735 0.53 1.75 -0.99 0.115
```
Forces are in eV/Å.

The energy above the lowest of the compared OMol25 structures with the same formula, charge and spin comes out at 208.48 kJ/mol. Its LUMO energy is 0.54 eV. As for the total energy: -20356.7121 eV. Its structure (SMILES) is [H]/N=C(/N)[C@@H](F)Cl.


# 3
Density functional theory data (wB97M-V/def2-TZVPD) for a molecular structure, C17H22BrMnN3O2S2SeSi.

```
50
Properties=species:S:1:pos:R:3:forces:R:3:lowdin_charge:R:1
Mn 0.254310 0.725688 -0.244804 0.37 0.02 -0.81 0.551
C 3.791541 1.318878 0.899869 -0.04 -0.04 -0.02 -0.056
C 2.845864 2.466875 0.981299 0.14 0.12 0.04 -0.612
N 1.612221 2.442459 0.573614 -0.19 -0.11 -0.03 0.035
C 1.009146 3.678739 0.679164 0.06 0.03 0.01 -0.309
C 1.795670 4.644305 1.217731 0.09 0.02 0.02 -0.333
S 3.340038 4.003963 1.572622 -0.08 -0.11 -0.05 1.091
C -0.343681 3.833615 0.144331 -0.05 0.02 -0.05 -0.321
C -1.148622 4.922717 0.217318 -0.06 0.03 0.03 -0.337
S -2.613572 4.612036 -0.606578 0.05 -0.14 -0.02 1.083
C -2.064525 3.022834 -1.003022 -0.16 0.16 0.06 -0.612
N -0.871705 2.774049 -0.556395 0.19 -0.11 0.05 0.022
C -2.925974 2.045350 -1.720841 0.03 -0.02 -0.04 -0.066
H 3.349319 0.432743 1.349809 0.00 -0.01 0.04 0.059
H 4.727298 1.545788 1.406622 0.01 -0.02 -0.01 0.075
H 3.992991 1.090500 -0.148122 -0.03 0.01 -0.01 0.093
H 1.564128 5.680635 1.394618 -0.04 0.00 -0.02 0.078
H -0.966719 5.866530 0.702725 0.04 -0.01 0.01 0.076
H -3.550566 2.544405 -2.460862 -0.01 -0.02 0.00 0.079
H -3.569822 1.533023 -1.003374 0.03 0.00 0.03 0.083
H -2.296177 1.300737 -2.204244 0.00 0.00 -0.02 0.060
Br 2.488518 -4.368670 -2.504584 0.00 0.02 0.02 0.764
C 2.291289 -3.307468 -0.955978 -0.02 -0.06 -0.03 -0.666
C 2.889548 -3.676065 0.234330 -0.02 0.03 0.03 -0.098
C 2.672293 -2.874230 1.344141 0.01 -0.05 -0.01 -0.044
C 1.879497 -1.748738 1.210246 -0.15 -0.01 0.07 -0.177
N 1.339193 -1.381792 0.049840 0.22 0.12 -0.21 0.016
C 1.531497 -2.151112 -1.017455 0.04 -0.02 0.00 -0.174
H 3.493543 -4.570686 0.296014 0.00 -0.01 -0.01 0.108
H 3.099945 -3.130814 2.303381 -0.01 0.01 0.01 0.112
H 1.617770 -1.134245 2.064962 0.05 0.04 -0.01 0.101
H 1.052253 -1.844007 -1.938031 0.03 0.00 0.01 0.098
C -3.872015 -2.161006 1.796646 0.02 -0.04 -0.03 -0.245
Si -2.342635 -1.922931 0.740220 0.29 0.32 0.04 0.107
C -1.175988 -3.384235 1.007872 -0.07 0.00 -0.01 -0.218
C -2.809658 -1.849246 -1.075756 0.00 -0.07 0.08 -0.221
Se -1.382866 0.029450 1.418141 -0.74 -0.23 0.68 0.282
H -4.449086 -3.029641 1.467851 0.01 -0.01 0.01 0.027
H -4.511961 -1.279089 1.743953 -0.01 0.00 0.00 0.021
H -3.589740 -2.309152 2.840540 -0.01 0.00 0.01 0.025
H -1.725606 -4.262568 1.355872 -0.01 -0.01 -0.03 0.028
H -0.421972 -3.138932 1.756569 -0.04 -0.04 0.02 0.008
H -0.665185 -3.656588 0.081334 0.03 0.00 0.01 0.018
H -3.062033 -2.843204 -1.456443 -0.02 0.00 0.01 0.030
H -1.976438 -1.455731 -1.660687 -0.01 0.00 -0.04 0.000
H -3.672677 -1.198656 -1.231838 0.02 0.03 -0.01 0.023
O 1.797474 0.852097 -2.032099 -0.04 0.07 0.11 -0.097
C 0.851842 0.544017 -2.787401 -0.01 0.04 -0.03 -0.548
O -0.289731 0.206812 -2.365035 0.08 0.02 0.10 -0.153
H 1.011766 0.560559 -3.878087 0.02 -0.02 0.00 0.130
```
Forces are in eV/Å.

Its LUMO energy (alpha / beta) is 0.22 / 0.20 eV. Its multiplicity is 6. As for the total energy: -222813.7100 eV.


# 4
Density functional theory data (wB97M-V/def2-TZVPD) for a molecular structure, C45H49Ge2HgN7O9S2.

```
115
Properties=species:S:1:pos:R:3:forces:R:3:lowdin_charge:R:1
Hg -0.156007 -0.485670 0.148378 0.01 -0.34 -0.61 0.975
C -2.142270 1.526959 -2.251306 -0.05 -0.14 -0.01 -0.133
N -1.798832 1.825820 -0.862559 0.24 -0.32 0.30 -0.145
C -0.925709 3.012856 -0.848224 -0.14 -0.15 0.09 -0.145
C -0.360808 3.379999 0.501130 -0.15 -0.04 0.02 -0.293
C -0.850024 4.470665 1.211580 -0.12 0.04 -0.03 -0.047
C -0.343002 4.747500 2.469094 0.05 -0.05 -0.02 -0.075
C 0.649607 3.927052 2.974678 -0.08 0.03 0.07 -0.064
C 1.096505 2.877698 2.187665 -0.02 0.00 -0.02 -0.135
N 0.622014 2.616563 0.974150 0.00 -0.22 0.05 0.111
C -3.009026 1.884442 0.009905 0.20 0.04 -0.06 -0.195
C -3.078502 0.812837 1.077786 0.14 -0.25 0.25 -0.497
C -3.562015 -0.407580 0.817005 0.29 0.01 -0.22 -0.117
C -3.801889 -1.528801 1.764311 -0.92 0.58 0.38 -0.325
C -2.815618 -1.831391 2.817548 0.10 -0.04 0.06 -0.065
C -2.140605 -0.980433 3.657517 0.20 0.03 -0.16 -0.261
N -1.995631 0.349449 3.673943 -0.16 -0.25 0.22 -0.338
C -1.146363 0.702720 -3.042999 0.03 0.08 -0.10 -0.268
C -1.474441 0.373517 -4.356525 0.03 0.39 0.05 -0.042
C -0.649637 -0.479556 -5.060891 0.14 0.13 -0.02 -0.057
C 0.490066 -0.964023 -4.438568 0.04 0.07 -0.08 -0.057
C 0.752163 -0.564780 -3.141755 0.10 0.14 -0.11 -0.159
N -0.040038 0.265364 -2.454811 -0.01 -0.16 0.31 0.076
H -2.316359 2.462403 -2.807086 -0.13 -0.04 -0.01 0.130
H -3.079303 0.966301 -2.276328 0.03 0.01 0.02 0.130
H -1.458894 3.889935 -1.251700 -0.01 -0.06 -0.05 0.121
H -0.090250 2.773755 -1.508836 0.00 0.07 -0.03 0.119
H -1.640301 5.080005 0.790051 0.00 -0.04 -0.02 0.109
H -0.730607 5.574839 3.049664 0.00 0.01 0.00 0.104
H 1.058962 4.081965 3.963608 0.02 -0.02 0.00 0.100
H 1.873541 2.213025 2.547908 -0.01 0.02 0.03 0.086
H -3.896972 1.792320 -0.617493 -0.02 0.06 0.05 0.126
H -3.059519 2.858462 0.500165 0.00 0.16 -0.04 0.094
H -3.882337 -0.603906 -0.201092 0.03 0.01 -0.04 0.123
H -4.093961 -2.423282 1.222099 0.25 -0.06 -0.10 0.122
H -2.730683 -2.883172 3.063016 0.03 0.03 0.06 0.106
H -1.604768 -1.441600 4.480531 0.05 -0.14 0.00 0.085
H -2.407596 0.721190 -4.780070 -0.03 -0.09 -0.02 0.105
H -0.916381 -0.793299 -6.062211 -0.03 0.00 0.01 0.118
H 1.140676 -1.676846 -4.928314 0.00 0.00 0.04 0.107
H 1.604821 -0.945810 -2.607703 0.11 -0.03 0.04 0.059
O -5.177092 0.036002 3.464408 0.19 0.03 -0.02 -0.373
S -5.452662 -1.104603 2.605272 -0.19 -0.23 -0.16 0.424
O -6.323930 -0.801504 1.476663 0.13 -0.06 0.03 -0.361
O -5.797378 -2.323724 3.322555 0.11 -0.03 -0.04 -0.370
S -2.569769 1.441059 2.654713 0.29 0.39 -0.53 0.962
C 0.674202 -5.433652 0.146464 0.00 0.37 -0.18 -0.240
Ge 2.138552 -4.107789 0.128810 0.66 -0.15 0.43 0.711
C 3.266415 -4.164541 -1.495153 -0.39 0.12 0.07 -0.242
C 3.437145 -4.884460 1.474059 -0.10 0.15 -0.08 -0.274
Ge 1.692425 -1.901509 1.198457 -0.10 0.44 0.65 0.755
C 3.302646 -0.809908 1.709079 -0.12 -0.29 -0.15 -0.390
C 4.302932 -1.439546 2.448242 -0.05 -0.03 -0.04 -0.125
C 5.425160 -0.746374 2.884912 0.02 -0.01 0.00 -0.101
C 5.561307 0.604578 2.594243 0.01 -0.04 0.01 -0.117
C 4.564343 1.249673 1.872176 0.05 0.06 0.03 -0.107
C 3.448545 0.547593 1.436575 -0.11 -0.05 -0.09 -0.179
C 1.210949 -2.325489 3.098175 -0.16 -0.13 -0.28 -0.367
C 1.434545 -1.389852 4.108333 0.01 0.00 -0.02 -0.126
C 1.145575 -1.678828 5.433689 0.01 -0.04 0.00 -0.098
C 0.610711 -2.915042 5.772714 0.00 0.01 0.04 -0.113
C 0.359996 -3.851076 4.780234 -0.05 -0.03 0.03 -0.098
C 0.662746 -3.555958 3.457593 -0.05 0.08 -0.13 -0.135
H 0.656520 -5.946589 -0.815422 -0.02 0.03 -0.01 0.017
H -0.289250 -4.943554 0.281048 -0.02 -0.04 -0.02 0.016
H 0.834968 -6.166466 0.939131 0.04 0.08 0.02 0.012
H 3.737146 -5.148402 -1.557527 -0.04 0.00 0.05 0.014
H 4.042853 -3.401424 -1.434978 -0.03 -0.04 0.04 -0.026
H 2.649314 -3.992230 -2.374763 0.00 0.05 -0.03 0.006
H 3.687421 -5.912331 1.192743 -0.08 0.02 -0.06 0.007
H 3.023012 -4.902510 2.485130 -0.01 0.02 -0.04 -0.002
H 4.370467 -4.315312 1.500906 -0.04 -0.01 -0.05 -0.008
H 4.190079 -2.488088 2.702037 0.05 0.04 0.05 0.081
H 6.183723 -1.259561 3.465687 0.00 0.01 -0.02 0.094
H 6.429421 1.152727 2.942367 -0.01 0.00 -0.02 0.089
H 4.657076 2.308291 1.652221 -0.03 -0.01 0.00 0.097
H 2.678433 1.055202 0.863976 0.05 -0.01 -0.04 0.061
H 1.848256 -0.420521 3.854902 -0.01 0.02 0.04 0.094
H 1.337407 -0.942476 6.205704 -0.04 0.02 -0.03 0.097
H 0.382257 -3.144008 6.807069 -0.02 0.01 -0.02 0.093
H -0.084676 -4.805468 5.036995 0.03 -0.01 -0.02 0.098
H 0.455404 -4.287995 2.682805 -0.02 -0.04 0.08 0.076
C 5.553805 -1.248726 -3.696024 -0.01 0.00 0.03 -0.037
C 5.696925 -0.614864 -2.305420 0.28 -0.04 -0.09 -0.588
C 6.724793 -1.377379 -1.457604 -0.03 0.00 0.03 -0.036
C 6.090284 0.863064 -2.419320 -0.06 -0.02 0.04 -0.041
C 4.400626 -0.708190 -1.630822 -0.31 0.05 0.09 -0.142
N 3.382156 -0.789895 -1.107296 0.12 0.00 -0.41 0.227
H 6.507366 -1.196703 -4.225457 0.00 0.01 0.03 0.086
H 4.798528 -0.721276 -4.280122 0.02 -0.02 -0.01 0.090
H 5.254511 -2.294184 -3.613239 0.00 0.01 -0.01 0.085
H 7.703333 -1.338494 -1.940788 -0.02 0.02 -0.02 0.086
H 6.432348 -2.422172 -1.344963 0.01 0.00 0.00 0.084
H 6.802291 -0.935534 -0.462686 0.00 -0.02 -0.01 0.086
H 7.071166 0.942845 -2.891637 -0.01 -0.02 -0.01 0.085
H 6.138066 1.322615 -1.431158 0.00 0.01 -0.02 0.085
H 5.364105 1.409120 -3.022346 0.02 0.01 0.01 0.090
O 0.332717 -3.056605 -1.915331 -0.14 -0.25 0.29 -0.103
C -0.882187 -2.762233 -1.977730 0.30 -0.13 -0.24 -0.645
O -1.521793 -2.038778 -1.165428 -0.09 0.37 0.31 -0.138
C -1.658940 -3.235879 -3.191553 -0.42 0.18 0.10 -0.125
C -2.618781 -2.386151 -3.717995 -0.10 -0.44 0.02 0.039
C -3.304033 -2.740318 -4.900051 -0.25 0.61 -0.09 -0.163
C -3.085447 -3.990735 -5.482223 0.10 -0.54 -0.18 0.066
C -2.156441 -4.841986 -4.911535 -0.04 1.25 0.69 -0.158
C -1.408820 -4.467630 -3.781334 0.16 -0.52 -0.30 0.036
N -1.935173 -6.130003 -5.514872 0.11 -0.75 -0.39 -0.365
O -2.584926 -6.451989 -6.498583 -0.08 0.17 0.01 0.042
O -1.095542 -6.867796 -5.023629 0.14 0.01 0.17 0.040
N -4.166939 -1.832310 -5.516538 0.30 -0.38 0.18 -0.415
O -4.799540 -2.187721 -6.561594 0.01 0.01 -0.05 -0.115
O -4.273603 -0.663592 -5.014362 -0.09 0.16 0.05 -0.122
H -2.837718 -1.449030 -3.235467 -0.07 -0.08 -0.01 0.101
H -3.624567 -4.280922 -6.368557 -0.07 0.08 0.01 0.112
H -0.659416 -5.133636 -3.381380 0.01 0.04 0.02 0.109
```
Forces are in eV/Å.

The energy above the lowest of the compared OMol25 structures with the same formula, charge and spin comes out at 251.55 kJ/mol. Its LUMO energy (alpha / beta) is 3.17 / 3.17 eV. As for the total charge: -2. As for the total energy: -215191.2733 eV.


Values for strongest force on any atom, eV Å⁻¹, ordered as above
2.68 6.59 1.04 1.43